(1)
Here is a molecular structure, C19H49FNbO9P2 in a non-equilibrium geometry from the OMol25 dataset. Energies are from the ωB97M-V functional and the def2-TZVPD basis.

Results
2S+1 = 1
M = 595.44 g mol⁻¹
Total energy = -2269.9736 hartree
Total charge = -1

CARTESIAN COORDINATES (ANGSTROEM)
1 C 1.6728 -4.9920 0.3360
2 C 1.9553 -3.5340 0.6405
3 F 2.1027 -3.3306 2.0180
4 C 0.9870 -2.5487 0.0059
5 Nb -1.2001 -2.5193 0.6759
6 C -3.2411 -2.3540 1.6139
7 C -4.3677 -2.4411 0.5528
8 C -5.6282 -3.0943 1.1460
9 C -6.4977 -3.8113 0.1160
10 O -6.6098 -3.0801 -1.1142
11 H 2.2839 -5.6417 0.9642
12 H 0.6231 -5.2186 0.5149
13 H 1.9484 -5.1685 -0.7033
14 H 2.9545 -3.3246 0.2245
15 H 1.4080 -1.5573 0.2100
16 H 1.0495 -2.7059 -1.0766
17 H -1.6797 -1.6691 -0.9158
18 H -1.5835 -4.2115 -0.0045
19 H -0.6377 -3.3565 2.2157
20 H -0.8248 -0.8968 1.4925
21 H -3.3296 -3.1768 2.3274
22 H -3.3334 -1.4008 2.1348
23 H -4.6464 -1.4191 0.3000
24 H -4.0667 -2.9479 -0.3652
25 H -5.3728 -3.8257 1.9156
26 H -6.2564 -2.3359 1.6215
27 H -7.5048 -3.9398 0.5275
28 H -6.1197 -4.8123 -0.0986
29 H -7.5131 -2.7571 -1.1662
30 O 2.0164 1.4691 4.2865
31 P 3.4504 1.4476 3.9917
32 O 4.1384 0.0875 4.4425
33 C 3.7410 -1.1470 3.8001
34 C 4.2855 -1.2564 2.3907
35 O 4.1405 2.4534 5.0686
36 C 3.3468 3.2406 5.9483
37 C 3.1614 2.5523 7.2853
38 O 4.4048 1.8856 2.7862
39 C 3.8422 2.6594 1.7038
40 C 3.3412 4.0126 2.1679
41 H 2.6536 -1.2365 3.8066
42 H 4.1424 -1.9500 4.4154
43 H 3.8118 -0.5325 1.7238
44 H 4.0986 -2.2489 1.9913
45 H 5.3591 -1.0580 2.3811
46 H 2.3840 3.4780 5.4954
47 H 3.8808 4.1842 6.0861
48 H 2.7930 1.5354 7.1520
49 H 2.4549 3.1027 7.9094
50 H 4.1135 2.4875 7.8150
51 H 3.0360 2.0925 1.2320
52 H 4.6362 2.7769 0.9687
53 H 2.4962 3.9074 2.8521
54 H 3.0131 4.6080 1.3155
55 H 4.1276 4.5503 2.6985
56 O -1.3685 2.2829 -2.9968
57 P -1.2654 1.7829 -4.3700
58 O -1.9440 0.3531 -4.5404
59 C -3.3474 0.1969 -4.2930
60 C -4.2036 0.8166 -5.3831
61 O 0.2731 1.3496 -4.5931
62 C 1.2564 1.5977 -3.5858
63 C 1.4264 0.3822 -2.7001
64 O -1.4517 2.3822 -5.8469
65 C -1.5661 3.8100 -6.0041
66 C -0.3087 4.5358 -5.5669
67 H -3.5950 0.6182 -3.3163
68 H -3.5247 -0.8752 -4.2410
69 H -4.1284 1.9068 -5.3762
70 H -5.2511 0.5513 -5.2371
71 H -3.8824 0.4738 -6.3669
72 H 0.9994 2.4800 -2.9990
73 H 2.1900 1.8211 -4.1080
74 H 0.4678 0.0344 -2.3150
75 H 2.0812 0.6024 -1.8552
76 H 1.8602 -0.4443 -3.2654
77 H -2.4326 4.1710 -5.4433
78 H -1.7611 3.9866 -7.0605
79 H -0.1409 4.4244 -4.4934
80 H -0.3883 5.6007 -5.7883
81 H 0.5637 4.1286 -6.0778

Forces on the atoms, in the same order (eV/Å):
C -0.1 0.2 0.4
C 0.6 0.0 -1.0
F -0.3 -0.1 0.2
C 0.2 0.0 1.2
Nb -1.0 0.4 -0.8
C 0.4 0.3 -0.2
C 0.0 0.0 0.8
C -0.3 -0.2 -0.5
C -0.3 0.1 0.2
O -0.2 -0.1 0.1
H 0.1 0.0 0.0
H -0.1 -0.1 -0.1
H -0.2 -0.1 -0.1
H 0.2 0.0 0.2
H -0.1 0.1 -0.2
H -0.3 0.0 -0.1
H 0.2 0.1 -0.4
H 0.0 -0.3 0.1
H 0.2 -0.1 -0.1
H 0.1 -0.1 0.2
H 0.0 0.1 0.1
H 0.0 -0.1 0.3
H 0.2 0.0 -0.4
H 0.0 -0.1 0.0
H 0.1 0.0 0.0
H 0.2 0.1 0.2
H 0.0 -0.2 0.1
H 0.2 0.1 -0.2
H 0.2 0.1 -0.1
O -0.6 0.1 -2.1
P 2.2 0.4 3.9
O -0.1 0.0 -0.5
C -0.1 -0.3 -0.2
C 0.2 0.3 -0.1
O 0.0 0.0 -0.3
C -0.1 0.0 0.2
C 0.1 -0.1 0.1
O -1.6 -0.3 -1.1
C -0.2 0.2 -0.2
C 0.0 0.0 0.2
H 0.0 0.1 0.0
H 0.0 0.1 0.1
H 0.0 -0.1 0.0
H -0.1 0.0 0.1
H 0.0 0.0 0.0
H 0.0 -0.1 0.0
H 0.1 0.0 0.0
H -0.1 0.0 -0.1
H 0.0 0.0 0.0
H 0.0 0.0 0.0
H 0.0 0.0 0.0
H 0.1 -0.1 0.1
H 0.0 0.0 -0.1
H 0.0 0.0 0.0
H 0.1 0.0 -0.1
O -1.4 1.8 -0.6
P 3.1 -3.6 -0.1
O -0.4 0.5 -0.3
C -0.3 -0.1 0.1
C 0.1 0.1 -0.1
O -0.1 0.4 -0.2
C 0.2 -0.2 0.3
C 0.0 -0.2 0.0
O -1.2 1.2 0.9
C 0.1 0.2 0.0
C 0.1 -0.1 0.1
H 0.1 0.0 0.0
H 0.1 0.0 0.0
H 0.0 0.0 0.0
H 0.0 0.0 0.0
H 0.0 -0.1 0.0
H -0.2 0.0 0.0
H -0.1 0.0 -0.1
H 0.0 0.1 0.1
H 0.0 0.0 0.0
H 0.0 0.0 0.0
H 0.0 0.0 0.0
H 0.0 -0.2 0.0
H -0.1 0.0 0.0
H 0.0 0.0 0.0
H 0.0 0.0 -0.1

(2)
Here is 16 unconnected molecules or ions with the total composition C48H78O48 in a non-equilibrium geometry from the OMol25 dataset. Energies are from the ωB97M-V functional and the def2-TZVPD basis.

Results
2S+1 = 1
M = 1423.10 g mol⁻¹
Total energy = -5487.1755 hartree
Total charge = 0
ΔE to the lowest compared entry with this formula, charge and spin = 67.45 kcal/mol

CARTESIAN COORDINATES (ANGSTROEM)
1 C 2.5100 -13.5442 4.6700
2 C 2.6397 -12.6394 3.4642
3 O 2.1352 -13.4179 2.3648
4 C 1.9566 -14.7169 2.8484
5 O 1.4862 -15.6164 2.1612
6 O 2.4112 -14.7901 4.0829
7 H 1.5579 -13.3568 5.1664
8 H 3.2555 -13.3040 5.4281
9 H 3.6170 -12.2311 3.2066
10 H 1.9398 -11.8278 3.6625
11 C 1.0685 -4.2808 -4.2113
12 C 0.0426 -5.2140 -4.6315
13 O 0.3533 -5.4839 -5.9882
14 C 1.5075 -4.9630 -6.2409
15 O 2.0955 -4.9590 -7.3374
16 O 2.0086 -4.2986 -5.1903
17 H 1.5185 -4.5883 -3.2674
18 H 0.4559 -3.4010 -4.0140
19 H -0.9234 -4.7200 -4.5274
20 H -0.0029 -6.1743 -4.1177
21 C -3.9414 -9.6627 -3.5795
22 C -2.5408 -10.0877 -3.8781
23 O -2.0639 -8.9259 -4.5323
24 C -2.8013 -7.8782 -4.0768
25 O -2.4900 -6.7059 -4.2446
26 O -3.7356 -8.3464 -3.3133
27 H -4.3815 -10.0380 -2.6556
28 H -4.6629 -9.7731 -4.3890
29 H -2.5637 -10.8287 -4.6772
30 H -2.0458 -10.4586 -2.9806
31 C 0.5076 -2.3808 1.2867
32 C 0.3674 -2.5541 2.7485
33 O 1.0177 -3.8181 2.9434
34 C 1.2908 -4.3937 1.7486
35 O 1.6487 -5.5444 1.6335
36 O 0.8622 -3.6299 0.7927
37 H 1.2656 -1.6245 1.0829
38 H -0.4298 -2.1825 0.7670
39 H -0.6742 -2.4793 3.0610
40 H 0.9060 -1.7474 3.2457
41 C -9.1164 -4.2328 1.0790
42 C -9.0952 -5.3997 0.1287
43 O -8.2492 -6.3306 0.7172
44 C -7.4567 -5.6997 1.7032
45 O -6.5961 -6.1868 2.4732
46 O -7.8552 -4.4193 1.7804
47 H -9.8624 -4.0662 1.8561
48 H -9.0238 -3.2599 0.5963
49 H -8.7031 -5.2042 -0.8694
50 H -10.1223 -5.7562 0.0505
51 C 3.4629 -7.4827 3.6664
52 C 2.7429 -8.6154 2.9137
53 O 3.6536 -9.5450 2.6512
54 C 4.5791 -9.4643 3.5736
55 O 5.4728 -10.3278 3.8032
56 O 4.5138 -8.2462 4.1531
57 H 2.7656 -7.0308 4.3718
58 H 3.7770 -6.6388 3.0522
59 H 2.2660 -8.2764 1.9941
60 H 1.8457 -8.8756 3.4753
61 C -0.3678 -13.4355 -4.1598
62 C 0.0634 -13.9754 -5.5523
63 O 1.0733 -13.0649 -5.9004
64 C 1.4898 -12.3418 -4.9336
65 O 2.4400 -11.6202 -5.0517
66 O 0.6413 -12.6065 -3.8544
67 H -0.4998 -14.1889 -3.3832
68 H -1.2523 -12.8092 -4.2759
69 H -0.7590 -14.0048 -6.2671
70 H 0.3872 -15.0080 -5.4228
71 C 1.7681 -17.9799 0.0858
72 C 3.0230 -17.7649 0.8291
73 O 3.6416 -19.0368 0.7079
74 C 2.8349 -19.9400 0.0680
75 O 3.1683 -21.0742 -0.3796
76 O 1.6910 -19.3476 -0.1480
77 H 1.7271 -17.4638 -0.8734
78 H 0.8577 -17.6008 0.5500
79 H 2.8897 -17.6392 1.9036
80 H 3.7094 -17.0159 0.4341
81 C -2.0243 -13.3211 3.9075
82 C -2.9645 -12.2625 4.5975
83 O -2.2926 -11.0499 4.2944
84 C -0.9538 -11.2452 4.0422
85 O -0.0449 -10.4257 3.9497
86 O -0.8120 -12.6071 3.7894
87 H -2.4133 -13.6798 2.9546
88 H -1.7249 -14.0765 4.6340
89 H -2.9988 -12.3469 5.6837
90 H -3.9755 -12.4691 4.2465
91 C 2.5872 -14.6485 -1.3201
92 O 3.3778 -13.8974 -0.5336
93 C 3.4374 -12.5570 -0.5863
94 O 4.3568 -11.9443 -0.1141
95 O 2.4461 -12.1005 -1.4963
96 C 2.2854 -10.7269 -1.6189
97 H 2.4736 -14.2662 -2.3345
98 H 1.6285 -14.6889 -0.8030
99 H 2.9663 -15.6704 -1.3178
100 H 3.0042 -10.3154 -2.3275
101 H 2.3542 -10.2978 -0.6193
102 H 1.2837 -10.4176 -1.9173
103 C -0.0324 -3.5829 6.2616
104 O -0.8613 -4.3040 5.4483
105 C -0.8870 -5.6703 5.4406
106 O -0.3622 -6.4318 6.2587
107 O -1.6117 -6.0553 4.4366
108 C -1.9290 -7.4359 4.1933
109 H -0.3448 -2.5435 6.1605
110 H 1.0453 -3.7075 6.1559
111 H -0.2101 -3.9300 7.2794
112 H -2.7133 -7.5407 3.4435
113 H -2.3537 -7.9917 5.0292
114 H -1.1079 -8.1299 4.0138
115 C -3.5711 -3.7751 3.7068
116 O -3.8650 -2.8976 4.7735
117 C -4.1964 -3.3911 6.0054
118 O -4.9278 -4.3518 6.2687
119 O -3.8265 -2.5142 6.9761
120 C -4.3024 -2.7218 8.2814
121 H -3.8096 -3.3055 2.7525
122 H -4.1600 -4.6840 3.8304
123 H -2.4965 -3.9475 3.7671
124 H -5.1242 -2.0434 8.5109
125 H -3.4112 -2.5768 8.8919
126 H -4.5399 -3.7566 8.5280
127 C 2.7836 -8.0963 -4.3806
128 O 3.7275 -8.0117 -3.3499
129 C 3.5360 -7.0999 -2.3159
130 O 2.7795 -6.1571 -2.3533
131 O 4.4344 -7.3269 -1.3769
132 C 4.7444 -6.3729 -0.3878
133 H 1.8290 -7.6301 -4.1368
134 H 2.6108 -9.1397 -4.6444
135 H 3.1873 -7.6162 -5.2720
136 H 5.7500 -6.5754 -0.0192
137 H 4.0645 -6.6134 0.4295
138 H 4.7346 -5.3218 -0.6761
139 C -0.6335 -11.9056 0.4216
140 O -0.8850 -10.7120 -0.3987
141 C -1.1684 -9.5640 0.1843
142 O -1.3846 -9.5105 1.4034
143 O -1.2150 -8.6776 -0.7949
144 C -1.4503 -7.3632 -0.3836
145 H -1.3887 -12.1325 1.1741
146 H 0.3528 -11.8879 0.8851
147 H -0.4568 -12.8324 -0.1244
148 H -0.7271 -6.9854 0.3391
149 H -2.4807 -7.1533 -0.0966
150 H -1.2677 -6.7328 -1.2539
151 C -3.1370 -14.8077 0.5477
152 O -3.5863 -13.6098 -0.1404
153 C -4.1545 -12.5468 0.5695
154 O -4.4480 -12.5859 1.7312
155 O -4.1680 -11.4132 -0.2080
156 C -4.7477 -10.1900 0.2917
157 H -2.0533 -14.8424 0.6595
158 H -3.4641 -15.6507 -0.0610
159 H -3.4692 -14.8352 1.5855
160 H -4.3421 -9.2877 -0.1659
161 H -4.3583 -9.9578 1.2830
162 H -5.8203 -10.0027 0.2410
163 C -6.6520 -7.8129 -1.8901
164 O -5.9018 -7.0061 -1.0208
165 C -5.3908 -5.8107 -1.4872
166 O -6.0232 -4.9019 -2.0876
167 O -4.1061 -5.7617 -1.0666
168 C -3.2023 -4.7206 -1.4750
169 H -6.7216 -8.8234 -1.4873
170 H -6.3147 -7.7574 -2.9251
171 H -7.6636 -7.4071 -1.8910
172 H -2.2237 -5.1100 -1.7556
173 H -2.9769 -4.2101 -0.5386
174 H -3.3619 -4.0660 -2.3318

Forces on the atoms, in the same order (eV/Å):
C -0.6 2.2 0.2
C -0.6 1.4 -0.1
O -0.5 -1.7 1.0
C -0.4 0.6 -2.9
O 0.9 1.7 1.7
O 0.4 -2.8 0.5
H -0.2 0.1 0.0
H 0.6 -1.1 -0.3
H 0.1 -0.4 0.1
H 0.2 0.3 -0.5
C -0.5 0.4 3.7
C -2.2 -2.0 0.2
O -1.5 -0.7 -0.2
C 3.6 1.4 -4.7
O -1.8 -0.5 3.1
O 1.3 0.7 -1.1
H 0.1 0.2 0.0
H 1.2 1.2 -0.5
H -0.2 -0.6 -0.5
H 0.1 0.1 0.1
C -1.2 -2.0 1.0
C -0.9 -1.8 -1.5
O 0.7 0.8 0.2
C 3.3 2.6 -0.6
O -1.2 -2.3 0.2
O -1.9 3.3 1.2
H 0.1 -0.7 -0.2
H 0.1 -0.2 -0.2
H 0.3 -0.4 0.4
H 0.7 0.6 -0.1
C -0.9 1.4 -1.4
C 0.2 0.4 0.7
O 0.1 0.2 0.9
C -0.8 -2.8 1.5
O 0.3 1.4 0.1
O 0.8 -0.2 -2.1
H 0.0 -0.1 -0.5
H 0.1 0.7 0.2
H 0.1 -0.8 0.4
H 0.1 -0.3 0.4
C 1.8 1.6 0.3
C -1.5 0.4 -0.5
O 2.0 -0.9 2.3
C 1.2 -1.2 2.1
O -3.3 1.3 -3.8
O 0.1 -0.2 0.1
H -0.4 -0.9 -0.2
H 0.0 -0.1 -0.3
H -0.1 0.5 0.0
H 0.1 -0.6 -0.2
C -1.7 -0.1 -1.6
C -4.4 4.3 -0.8
O 1.2 -3.1 -0.7
C 4.9 -2.4 1.2
O -3.8 3.4 -0.7
O 1.8 -0.5 1.9
H 0.5 -0.4 0.7
H 0.5 -0.3 -0.3
H 0.4 0.2 -0.3
H 0.4 -1.1 0.5
C -1.8 -0.8 -1.7
C -1.3 -0.8 1.3
O -0.7 -2.2 -3.5
C 0.5 0.9 1.6
O -1.1 -0.1 1.4
O 3.9 3.0 1.4
H -0.1 0.0 -0.1
H -0.5 -0.3 0.2
H 0.3 0.4 -0.1
H 0.7 0.1 -0.4
C -1.9 1.9 -1.0
C 1.0 -0.4 1.4
O 1.1 -2.0 -0.6
C 3.0 -3.0 -1.7
O -1.3 4.5 2.4
O -1.9 -1.1 -0.6
H 0.4 -0.1 -0.3
H 0.2 -0.4 0.6
H -0.2 0.5 -0.2
H -0.2 0.1 0.0
C -0.1 0.8 2.1
C 1.0 -1.9 -0.1
O 0.7 1.4 -0.2
C 0.3 -0.2 -1.1
O -2.9 -2.3 0.7
O 1.4 1.8 -0.4
H 0.3 0.1 0.1
H -0.8 -0.7 -0.4
H 0.2 -0.2 0.0
H 0.0 1.3 -0.5
C -2.3 -1.3 -0.8
O 2.6 1.9 1.9
C 0.2 0.1 -2.5
O -1.7 -0.1 0.0
O 0.9 -2.0 1.8
C 0.1 1.7 0.6
H 0.0 -0.1 0.0
H -0.6 -0.2 -0.5
H 0.3 0.1 -0.2
H 0.1 0.1 0.3
H 0.6 0.4 0.0
H -0.2 -0.8 -0.4
C 0.6 0.3 2.5
O -1.1 -2.0 -2.3
C 1.5 -1.2 2.6
O -0.7 2.0 -1.4
O -1.0 -0.3 -1.5
C -0.3 -1.6 0.9
H 0.2 -0.1 0.0
H 0.0 -0.1 -0.8
H 0.0 0.4 0.4
H 0.5 0.7 -0.3
H -0.3 0.9 0.8
H 0.6 0.9 -0.7
C 0.1 -0.7 0.1
O -0.1 0.7 2.2
C -2.6 -0.7 0.6
O 2.2 1.5 -1.3
O 0.4 -0.3 -2.2
C 0.8 -0.7 1.1
H -0.2 0.2 0.3
H 0.2 -0.1 -0.2
H -0.2 -0.4 -0.3
H 0.1 -0.1 0.0
H -0.3 0.7 0.3
H -0.5 0.0 -0.6
C -0.7 0.2 -1.1
O 0.3 0.7 2.8
C 0.4 0.4 -1.9
O -0.1 -0.7 0.1
O 0.6 -1.0 -1.3
C -0.2 -0.1 1.3
H 0.1 0.1 0.2
H 0.1 -0.1 0.3
H 0.0 0.2 0.0
H 0.0 -0.3 -0.3
H -0.1 0.7 0.2
H -0.5 -0.2 -0.4
C 0.8 0.1 0.4
O 0.6 -2.6 -0.5
C -0.5 -2.0 2.9
O 0.3 1.3 -2.6
O 0.0 -0.1 0.6
C 0.1 2.2 -0.4
H -0.1 0.6 -0.1
H -0.1 1.0 0.5
H -0.8 0.5 -1.2
H -0.1 -0.5 0.4
H 0.1 -0.5 0.3
H 0.0 -0.3 -0.2
C -0.2 0.6 0.4
O -0.6 1.8 0.4
C 1.4 0.0 -0.2
O -0.2 -0.1 -0.3
O -0.5 -1.2 -0.4
C 0.9 1.1 1.4
H 0.2 0.4 -0.6
H -0.1 0.1 0.3
H -0.7 -0.2 -0.3
H 0.5 -0.6 -1.2
H -0.5 -0.7 0.5
H -0.1 -1.2 0.0
C -1.7 0.7 -0.5
O 1.9 1.3 0.0
C -1.4 1.9 -1.0
O 2.2 -3.5 1.9
O -0.9 -0.1 -1.3
C 1.2 0.4 0.8
H 0.4 0.1 -0.1
H 0.4 -0.3 0.1
H -0.3 -0.2 -0.1
H -0.3 -1.0 0.1
H -0.3 0.7 -0.3
H -1.4 -0.1 0.3